[1]
C4H11N2O2 | ωB97M-V with the def2-TZVPD basis set

The geometry in XYZ format:
```
19
C4H11N2O2 | OMol25 | ωB97M-V with the def2-TZVPD basis set
O -1.8337 1.9296 0.4951
O -2.2890 -1.0962 0.8689
N 1.2112 -0.3710 -0.2687
N -1.6161 0.1628 -1.2166
C -1.0138 1.1685 -0.3463
C -0.1686 -0.0575 0.3526
C -1.3873 -0.9390 -0.2362
C 2.4234 0.1144 0.4654
H 2.6638 -0.2443 1.3840
H 3.2910 -0.2244 -0.1075
H 1.0941 0.0910 -1.1782
H -2.5777 0.3238 -1.6238
H -0.3437 1.8913 -0.8945
H -3.0998 -1.5980 0.6189
H -0.0722 -0.0047 1.3981
H 2.4436 1.1569 0.5358
H 1.2990 -1.3694 -0.4961
H -2.0020 1.3077 1.2441
H -1.4001 -2.0214 -0.6030
```

E_HOMO (spin up / spin down), eV: -7.356 / -16.181
Energy, hartree: -418.4317
⟨S²⟩: 2.007
Multiplicity: 3
Total charge: +1
ΔE to the lowest compared entry with this formula, charge and spin, kcal/mol: 82.2


[2]
C4H11N2S | ωB97M-V with the def2-TZVPD basis set

The geometry in XYZ format:
```
18
C4H11N2S | OMol25 | ωB97M-V with the def2-TZVPD basis set
S -2.0527 -0.4850 0.8668
N -1.1474 1.3231 -1.7112
N 1.9740 -0.1431 -0.2428
C -0.2306 -0.6809 0.8006
C 2.6901 -0.1235 1.0187
C 0.0045 0.4482 -1.5378
C 0.5490 0.2734 -0.1129
H 0.1370 -0.5188 1.8131
H 1.9182 -1.1110 -0.5506
H 2.4309 -0.9236 1.7133
H 0.8543 0.8326 -2.1159
H -1.7807 1.0998 -0.9735
H -0.8546 2.2681 -1.4808
H 2.5145 0.8281 1.5304
H 3.7740 -0.1048 0.8550
H -0.1707 -0.5360 -1.9874
H 0.5624 1.2611 0.3630
H 0.0009 -1.7066 0.5049
```

E_HOMO, eV: -2.537
Energy, hartree: -666.7227
Structure (SMILES): CN[C@@H](CN)C[S-]
Total charge: -1
ΔE to the lowest compared entry with this formula, charge and spin, kcal/mol: 14.9


[3]
C4H11N2S | ωB97M-V with the def2-TZVPD basis set

The geometry in XYZ format:
```
18
C4H11N2S | OMol25 | ωB97M-V with the def2-TZVPD basis set
S -0.4379 2.4948 0.2168
N -0.2802 -2.3115 1.6340
N 0.7207 -0.1075 -1.6175
C 0.5709 -1.0106 -0.3058
C -0.4451 -1.3649 0.6433
C 0.5115 2.1193 1.7595
C -0.4931 -0.2190 -2.4043
H 0.1349 1.2432 2.3922
H 0.5218 3.0090 2.4393
H 0.6980 0.8591 -1.2198
H -0.3088 0.2000 -3.4378
H -0.7260 -1.2421 -2.6465
H -1.2762 0.2499 -1.9187
H -1.1284 -2.8518 1.8352
H -1.3499 -0.8576 0.7597
H 0.3576 -0.3228 0.7174
H 1.3384 -1.7782 -0.4119
H 1.5917 1.8906 1.5649
```

E_HOMO (spin up / spin down), eV: 4.210 / 0.319
Energy, hartree: -666.4057
⟨S²⟩: 0.754
Multiplicity: 2
Total charge: -2
ΔE to the lowest compared entry with this formula, charge and spin, kcal/mol: 111.9


[4]
C4H11N2S | ωB97M-V with the def2-TZVPD basis set

The geometry in XYZ format:
```
18
C4H11N2S | OMol25 | ωB97M-V with the def2-TZVPD basis set
S 2.7219 -0.9561 -2.2110
N -0.2092 -0.6860 -1.6701
N 1.9483 -0.3701 -0.7568
C -0.8320 1.5855 0.3826
C 0.6151 -0.3177 -0.6401
C -0.1013 0.3564 0.5980
C -0.8903 -0.7396 1.4179
H 0.8025 0.4340 1.3449
H -0.2240 2.4609 -0.0681
H 2.5662 0.0506 -0.0907
H -1.1733 1.9826 1.3832
H -1.8189 -1.0405 0.9344
H 2.1226 -2.2136 -2.0928
H -1.6542 1.4726 -0.2828
H -1.3117 -0.3339 2.2222
H -0.2289 -1.6823 1.6430
H -1.1731 -0.3799 -1.6951
H 0.0577 -0.8308 -2.6031
```

E_HOMO, eV: -14.309
Energy, hartree: -666.4283
Structure (SMILES): CC(C)C(=[NH2+])NS
Total charge: +1
ΔE to the lowest compared entry with this formula, charge and spin, kcal/mol: 25.0


[5]
C4H11N2S | ωB97M-V with the def2-TZVPD basis set

The geometry in XYZ format:
```
18
C4H11N2S | OMol25 | ωB97M-V with the def2-TZVPD basis set
S -2.0085 -0.2766 0.9774
N -4.3081 -0.4066 -0.3387
N 0.5324 1.4027 0.2871
C -3.1585 0.1519 -0.1641
C 2.6663 -0.8698 -0.6898
C 1.7066 0.9315 0.5271
C 1.9893 -0.5448 0.6329
H 1.8699 -0.9123 -1.5461
H 3.3505 -0.1064 -0.8616
H 3.2942 -1.7312 -0.8819
H 2.5120 1.6004 1.0115
H 2.7147 -0.8591 1.4020
H -2.7314 1.0689 -0.7888
H 0.2929 2.4173 0.3441
H -4.8601 -0.2733 -1.1617
H 1.0837 -1.1218 0.7650
H -0.4020 0.7213 0.3196
H -4.5440 -1.1919 0.1659
```

E_HOMO, eV: -12.787
Energy, hartree: -666.4188
Total charge: +1
ΔE to the lowest compared entry with this formula, charge and spin, kcal/mol: 30.9


[6]
C4H11N2S | ωB97M-V with the def2-TZVPD basis set

The geometry in XYZ format:
```
18
C4H11N2S | OMol25 | ωB97M-V with the def2-TZVPD basis set
S -3.6313 -0.3681 -0.1593
N 1.5192 -0.7019 -0.0520
N -1.1117 -0.8201 -0.3386
C 2.3064 -1.2276 0.8066
C 2.0643 0.1941 -1.0139
C -1.9563 0.0300 0.0984
C -1.4956 1.3154 0.7626
H -0.7698 1.8635 0.2237
H -4.2181 0.8341 -0.0555
H 1.8730 -1.9677 1.3744
H 3.2898 -0.9105 0.7973
H 3.0607 -0.0019 -0.9053
H 0.3950 -0.9782 -0.2860
H 1.6625 0.0630 -2.0712
H -1.0301 1.2096 1.7635
H -1.4371 -1.6238 -0.8522
H 1.7731 1.1744 -0.8871
H -2.2940 1.9157 0.7944
```

E_HOMO (spin up / spin down), eV: -11.706 / -13.583
Energy, hartree: -666.2199
⟨S²⟩: 2.006
Multiplicity: 3
Total charge: +1
ΔE to the lowest compared entry with this formula, charge and spin, kcal/mol: 72.5